Record 1
Density functional theory data (ωB97M-V/def2-TZVPD) for a structure of composition C36H63As3EuNO4SSi2 at a distorted geometry.

Each line ends with the Löwdin spin population.
Geometry (Å):
Eu  1.8875  -0.2292  0.1661  6.1042
As  -3.2118  -2.0359  0.0870  0.0001
As  -2.7734  1.9313  1.7933  0.0000
As  -4.9031  -1.9660  5.2901  0.0000
S  3.3346  -3.2672  -1.7329  0.0964
Si  3.2513  2.3242  2.6364  -0.0013
Si  5.2743  2.3905  0.2092  -0.0013
O  1.9787  -1.5639  1.7632  -0.0417
O  -0.3501  0.4001  -0.6865  -0.0081
O  2.6176  -2.1349  -1.0075  -0.0063
O  1.4704  0.9109  -1.9324  -0.0118
N  -1.8344  1.8202  -2.8682  0.0001
C  1.9971  3.6801  2.2146  0.0002
C  -0.7038  1.1345  -2.9286  0.0000
C  -2.0652  1.4657  -5.2853  0.0001
C  2.7803  -2.6109  2.3081  -0.0021
C  4.6013  3.2286  3.6578  -0.0006
C  -0.0723  0.7274  -4.1625  0.0010
C  3.9405  -3.9962  -4.1564  0.1278
C  2.3807  -2.1656  -5.5702  0.0497
C  -3.3377  -1.5375  2.0334  0.0000
C  -4.4962  2.8427  -5.0497  0.0001
C  2.3058  1.2329  3.9771  0.0006
C  -3.8573  -3.9481  0.2521  0.0000
C  5.1834  1.7633  -1.6505  0.0006
C  2.2106  -2.2294  -4.1898  0.1257
C  5.1293  -2.8491  -1.5704  0.0731
C  -2.4699  2.1460  -4.0477  0.0001
C  3.1037  -3.0798  -3.4792  0.2073
C  -3.7695  3.2476  2.9299  0.0000
C  -3.0963  2.7650  0.0211  0.0000
C  3.2779  -3.0360  -6.2126  0.2079
C  4.0615  -3.9896  -5.5407  0.0392
C  -4.5441  -0.6929  2.3183  0.0000
C  -1.3020  -2.6606  0.1500  0.0005
C  -4.6570  -0.4959  3.8513  0.0000
C  -4.4041  0.7091  1.6502  0.0000
C  -0.8200  0.8297  -5.2958  0.0008
C  3.9913  1.3950  1.2157  -0.0158
C  -5.9874  -3.4446  4.4680  0.0000
C  -2.9640  1.4052  -6.3641  0.0001
C  -5.8629  -1.3285  1.8982  0.0000
C  -2.9801  -2.6560  5.4106  0.0000
C  5.0726  4.2924  0.0909  0.0000
C  0.1993  0.7856  -1.7784  -0.0007
C  6.9517  2.2274  1.1485  -0.0007
C  -4.2258  2.0049  -6.1770  0.0000
C  -3.6556  2.8408  -3.9615  0.0000
H  -1.3076  -3.7574  0.0694  0.0000
H  1.8938  4.2968  3.1262  0.0000
H  -5.0270  1.8707  -6.8842  0.0000
H  5.4874  -1.7989  -1.7121  0.0049
H  -2.6752  2.1810  -0.7865  0.0000
H  5.2322  -3.1132  -0.4601  0.0058
H  2.3096  4.3834  1.4382  0.0000
H  1.7687  1.7970  4.7707  0.0000
H  -3.4064  -4.5493  1.0085  0.0000
H  -4.1854  4.1285  2.3698  0.0000
H  0.9775  0.4851  -4.1273  0.0009
H  -6.7190  -0.7687  2.3164  0.0000
H  4.3708  -4.8201  -3.5824  0.0127
H  5.5238  2.6328  3.8022  0.0000
H  -5.9243  -1.3770  0.8056  0.0000
H  5.5726  4.7604  0.9567  0.0000
H  -3.8041  3.4205  -3.0560  0.0000
H  5.7328  -3.5246  -2.1649  0.0060
H  -0.7275  -2.2262  0.9735  0.0003
H  4.6860  -4.6682  -6.0295  -0.0018
H  1.5703  0.5670  3.4915  0.0003
H  -0.3943  0.3220  -6.1618  0.0002
H  -3.3980  -2.5126  2.5590  0.0000
H  6.8268  1.4480  1.8832  -0.0001
H  -4.9184  -3.9659  0.3714  0.0000
H  -3.0605  3.6427  3.6897  0.0000
H  -6.8167  -3.0538  3.8845  0.0000
H  4.7988  0.7641  -1.7898  0.0003
H  -2.6576  0.9318  -7.2942  0.0000
H  5.5187  4.6702  -0.8316  0.0000
H  -5.4151  -4.0665  3.7773  0.0000
H  -5.3266  1.2611  1.9300  0.0000
H  -3.5997  -4.3963  -0.7280  0.0000
H  -2.5123  3.7321  0.1697  0.0000
H  -6.0102  -2.3934  2.2186  0.0000
H  3.1893  -3.0780  -7.2469  0.0188
H  2.2384  -3.2007  3.1002  -0.0018
H  7.2302  3.1570  1.6013  0.0000
H  -4.3491  0.5557  0.5386  0.0000
H  -4.6046  2.7445  3.3571  0.0000
H  -0.7810  -2.3767  -0.7646  0.0002
H  4.0466  4.6727  0.1756  0.0000
H  7.7119  1.9012  0.4065  0.0000
H  -3.8656  0.0089  4.3298  0.0000
H  -2.4477  -2.3973  4.5213  0.0000
H  3.0293  0.5811  4.3960  0.0000
H  6.1108  1.9907  -2.2067  0.0001
H  -4.1585  3.0016  -0.1174  0.0000
H  4.4324  2.4558  -2.0568  0.0000
H  -3.0168  -3.7324  5.4653  0.0000
H  -5.5137  0.1182  4.1013  0.0000
H  3.0307  -3.3474  1.5496  0.0007
H  1.0389  3.2206  1.8937  0.0001
H  1.8107  -1.5006  -6.2380  -0.0011
H  4.2613  0.3782  1.4430  -0.0001
H  4.9367  4.1736  3.1400  0.0000
H  3.7033  -2.2796  2.8250  0.0001
H  4.2217  3.5621  4.6635  -0.0001
H  1.4031  -1.6680  -3.6656  0.0083
H  -6.4174  -4.0002  5.2963  0.0000
H  -5.3821  3.4808  -5.0327  0.0000
H  -2.4033  -1.1279  2.3573  0.0000
H  -2.4969  -2.1802  6.2705  0.0000

Total energy, eV: -276467.9984
Orbital gap (alpha / beta), eV: 2.63 / 6.61
LUMO (alpha / beta), eV: 1.45 / 1.71
Spin multiplicity: 8
<S²>: 15.79
Total charge: -1
HOMO (alpha / beta), hartree: -0.0435 / -0.1802
Energy relative to the best compared isomer or geometry (same formula, charge and spin), kcal per mole: 94.3

=====

Record 2
Density functional theory data (ωB97M-V/def2-TZVPD) for a cluster of 3 separate species, C3H10O3S in total at a distorted geometry.

Each line ends with the Löwdin charge.
Geometry (Å):
S  0.3241  -1.2314  -2.2342  0.6927
O  0.7666  1.7924  3.8175  -0.0552
O  2.0510  0.5872  1.0002  0.0572
O  -3.3946  -1.5958  0.2285  -0.0513
C  -0.1550  0.3881  0.0819  -0.2062
C  1.1335  1.0875  0.4112  -0.3054
C  -0.2976  0.3186  -1.4769  -0.5381
H  -0.1599  -0.6431  0.4272  0.1066
H  1.2117  2.1425  0.0929  0.1340
H  0.3739  1.0748  -1.8768  0.0554
H  1.5692  -1.1464  -1.7469  -0.1440
H  -1.3439  0.3381  -1.7564  0.0533
H  -0.9242  1.0248  0.5244  0.1221
H  0.9954  1.4691  2.9403  -0.0080
H  1.5040  1.5765  4.3938  0.0373
H  -3.1805  -1.2789  -0.6547  0.0236
H  -4.3341  -1.7436  0.2393  0.0259

Total energy, eV: -20250.0629
Orbital gap, eV: 9.85
LUMO, eV: 0.39
Spin multiplicity: 1
SMILES: O=CCCS.O.O
HOMO, hartree: -0.3475
Energy relative to the best compared isomer or geometry (same formula, charge and spin), kcal per mole: 16.2

=====

> Among the records above, which one has the highest total energy?

C3H10O3S

=====

> The highest total energy belongs to which entry?

C3H10O3S

=====

> What is the energy relative to the best compared isomer or geometry (same formula, charge and spin) in the second record?

16.2 kcal per mole

=====

> Number 1 is which compound?

C36H63As3EuNO4SSi2